The following is a quantum chemistry calculation of a cluster of 5 separate species, C16H44BrN4O4 in total, from the OMol25 dataset.

Cartesian coordinates (Å):
1 Br -5.70737 -10.57596 14.67509
2 O -6.57493 -13.65792 10.48643
3 O -7.56636 -13.24833 15.86921
4 O -6.06803 -7.02815 14.56905
5 O -4.86241 -14.44142 18.43567
6 N -5.95472 -4.25472 15.90140
7 N -9.35461 -15.49005 16.91185
8 N -5.31650 -12.61744 12.11527
9 N -3.88553 -12.36745 18.74265
10 C -7.10383 -4.35767 14.93400
11 C -5.33191 -2.89761 15.72355
12 C -4.41844 -13.84576 20.72651
13 C -4.46084 -13.68655 19.24603
14 C -5.30801 -6.73610 15.72637
15 C -8.22264 -16.03092 16.11702
16 C -9.55395 -16.41742 18.07585
17 C -4.85625 -13.82000 12.85051
18 C -4.89364 -5.28208 15.61353
19 C -6.61420 -12.84617 11.34217
20 C -6.46782 -4.39393 17.29667
21 C -8.81810 -13.01400 16.52784
22 C -10.58894 -15.51103 16.08285
23 C -9.10760 -14.12107 17.50159
24 C -7.77305 -12.09179 11.85349
25 C -3.69787 -12.28987 17.25134
26 H -4.38261 -7.31381 15.77909
27 H -4.03637 -5.04479 16.23998
28 H -4.68011 -12.91494 21.23492
29 H -11.41542 -15.13177 16.67847
30 H -7.23375 -5.15741 17.31442
31 H -4.96313 -14.68752 12.21173
32 H -5.30021 -2.66248 14.66426
33 H -9.82256 -17.39434 17.68082
34 H -4.32762 -2.91605 16.13944
35 H -10.39801 -16.07045 18.66838
36 H -10.76609 -16.53626 15.77321
37 H -3.14948 -11.38239 17.01915
38 H -5.44290 -13.88739 13.76466
39 H -7.67525 -11.00377 11.82674
40 H -8.63190 -16.46379 18.64301
41 H -6.08694 -7.97578 14.36340
42 H -5.10189 -14.63455 21.02858
43 H -8.69656 -12.38996 11.37098
44 H -3.02418 -13.11199 17.01346
45 H -10.44045 -14.87818 15.21380
46 H -9.60673 -12.97492 15.76868
47 H -10.01596 -13.92110 18.06961
48 H -7.84831 -12.28446 12.93581
49 H -5.90183 -2.14726 16.26223
50 H -3.82616 -13.64160 13.14859
51 H -5.93098 -6.95253 16.60101
52 H -4.59861 -5.12122 14.57532
53 H -8.36101 -17.10510 15.99569
54 H -7.29035 -15.93130 16.66945
55 H -4.61853 -12.30327 11.43156
56 H -5.40104 -11.81065 12.77667
57 H -6.69444 -4.47704 13.93634
58 H -5.63294 -4.69349 17.93229
59 H -7.63484 -3.40913 14.98275
60 H -8.28967 -14.23193 18.21272
61 H -4.55723 -11.64436 19.03100
62 H -8.18970 -15.52009 15.16492
63 H -8.81287 -12.04603 17.02743
64 H -7.23994 -12.39170 15.53665
65 H -6.79847 -3.42907 17.66239
66 H -7.73124 -5.19552 15.20017
67 H -4.65292 -12.37315 16.74701
68 H -3.01379 -12.13023 19.22791
69 H -3.42542 -14.16587 21.05520

Net charge: +3
LUMO level in eV: -7.18
Maximum force in eV Å⁻¹: 1.1
HOMO-LUMO gap in hartree: 0.3253
Relative energy (zero: lowest compared OMol25 entry of this formula, charge and spin) in kJ/mol: 21.01